1.
# C17H53IO10PS

A cluster of 8 separate species, C17H53IO10PS in total in a non-equilibrium geometry (ωB97M-V with the def2-TZVPD basis set, the Open Molecules 2025 dataset).

## Properties
gap between HOMO and LUMO = 0.25632 Eh
total charge = -1
electronic energy = -67188.9507 eV
E_HOMO = -4.91 eV

```
83
Properties=species:S:1:pos:R:3:mulliken_charge:R:1
C 4.77873 1.35867 -1.07681 -1.319
C 4.06505 2.58178 -1.65738 -0.245
C 2.57597 2.28614 -1.94526 -0.347
C 1.60808 3.35432 -1.42192 -1.066
C 0.17553 2.83007 -1.19678 1.807
C -0.91404 3.41499 -2.12296 -0.997
C -2.10096 4.03085 -1.38284 -0.808
C -2.76872 3.10283 -0.34178 -0.948
C -2.68318 1.59193 -0.64372 1.394
C -3.97091 0.79046 -0.33769 -1.037
C -3.79448 -0.28148 0.75689 -0.671
C -3.88568 -1.72137 0.25066 -0.554
C -2.82273 -2.14030 -0.77749 -1.248
C -1.37675 -1.81713 -0.41831 0.452
P -0.63333 -2.89281 0.93162 0.058
I 0.37963 -4.61445 2.95438 -0.538
C 1.15600 -2.26459 0.68161 -1.182
C 1.63041 -1.25035 1.71366 -0.723
C 0.97167 0.10509 1.43768 0.605
S 1.48309 1.34110 2.59352 1.295
O 0.70691 1.22184 3.78845 -0.694
O 2.91250 1.35963 2.72351 -0.750
O 1.12319 2.72751 1.87179 -0.369
H 5.86229 1.48781 -1.10896 0.409
H 4.52600 0.45745 -1.63960 0.328
H 4.47974 1.20061 -0.03900 0.247
H 4.54738 2.88222 -2.58626 0.263
H 4.10694 3.38930 -0.92179 0.366
H 2.44484 2.19090 -3.02777 0.284
H 2.31867 1.31605 -1.50805 0.110
H 1.58699 4.18771 -2.13140 0.334
H 2.00509 3.75451 -0.48476 0.445
H 0.20222 1.74948 -1.36835 0.026
H -0.11019 2.94556 -0.14704 -1.158
H -1.25650 2.66007 -2.83279 0.196
H -0.44803 4.19974 -2.73117 0.324
H -2.84346 4.38254 -2.10304 0.496
H -1.74884 4.92745 -0.86049 0.278
H -3.82107 3.38298 -0.25290 0.510
H -2.32530 3.30225 0.63838 0.277
H -1.89578 1.16883 -0.01791 -1.156
H -2.40243 1.41805 -1.68178 0.238
H -4.79306 1.46654 -0.09154 0.432
H -4.27577 0.27285 -1.25281 0.404
H -4.60359 -0.15347 1.48342 0.362
H -2.86735 -0.11709 1.31540 0.351
H -3.90264 -2.42731 1.07990 0.271
H -4.86198 -1.82011 -0.24050 0.436
H -2.89783 -3.22740 -0.90014 0.432
H -3.07588 -1.70629 -1.75356 0.459
H -1.27575 -0.76691 -0.13234 -0.997
H -0.75247 -1.95349 -1.30612 0.476
H -0.35767 -3.98663 0.01810 0.062
H -1.86929 -3.50381 1.31900 0.123
H -0.83037 -1.90051 1.99543 0.058
H 1.25393 -1.83836 -0.32433 0.429
H 1.79783 -3.14492 0.72276 0.264
H 1.40851 -1.58161 2.73262 0.376
H 2.71411 -1.12476 1.65467 0.480
H -0.11496 0.03397 1.52458 -0.273
H 1.22168 0.47236 0.43813 -0.148
H 0.26738 2.66252 1.42141 0.226
O -0.45178 -7.59680 0.59675 -0.648
H -0.53410 -7.07428 1.40701 0.268
H 0.44563 -7.93845 0.64288 0.311
O 5.80612 2.14483 -4.57758 -0.612
H 6.66610 2.48455 -4.31213 0.308
H 5.99907 1.33325 -5.05659 0.303
O -5.61742 -3.88491 1.88541 -0.574
H -6.17230 -4.52344 1.42789 0.273
H -6.05726 -3.73921 2.72827 0.282
O 3.91712 4.04537 3.60444 -0.662
H 3.55756 3.20191 3.29104 0.407
H 3.39383 4.24443 4.38584 0.302
O -2.55153 4.66419 -4.76994 -0.637
H -1.68936 4.94589 -4.44827 0.320
H -2.37841 3.82460 -5.20682 0.313
O -1.21513 -7.84778 4.64047 -0.656
H -1.02781 -7.51370 5.52253 0.310
H -0.71338 -7.24970 4.06889 0.262
O 4.11112 -4.79609 0.73102 -0.613
H 3.56999 -5.17213 1.43650 0.296
H 4.91254 -5.32641 0.72215 0.289
```

=====

2.
# C17H53N16O11

A cluster of 10 separate species, C17H53N16O11 in total in a non-equilibrium geometry (ωB97M-V with the def2-TZVPD basis set, the Open Molecules 2025 dataset).

## Properties
gap between HOMO and LUMO = 0.32767 Eh
total charge = -1
electronic energy = -64858.2604 eV
ΔE to the lowest compared entry with this formula, charge and spin = 115.37 kcal per mole
E_HOMO = -6.84 eV

```
97
Properties=species:S:1:pos:R:3:mulliken_charge:R:1
C -0.42637 -0.62389 0.28688 -1.206
C -0.55220 0.09530 -0.97341 0.097
O 0.36761 -0.11928 -1.83105 -0.120
O -1.53000 0.86288 -1.11345 0.662
H -0.15571 -1.62420 -0.05112 0.544
H -1.36610 -0.66326 0.83775 0.353
H 0.27029 -0.13828 0.97021 -0.097
C 0.76777 -4.97139 3.57591 -1.470
C 1.68609 -5.03345 2.34474 0.747
C 2.68970 -3.80369 2.36573 -0.429
O 3.12324 -3.83180 0.99434 -0.402
C 3.60721 -2.52363 0.63161 -0.511
N 2.47072 -6.23346 2.60728 -0.795
H 0.37457 -3.99680 3.86517 0.295
H 1.43686 -5.27101 4.38253 0.425
H -0.00624 -5.72454 3.42834 0.363
H 1.07619 -5.25242 1.46830 0.238
H 3.53168 -3.87868 3.05390 0.338
H 2.26034 -2.82160 2.56383 0.053
H 4.24233 -2.63263 -0.24750 0.309
H 4.24974 -2.06947 1.38592 0.412
H 2.78416 -1.86221 0.36101 0.060
H 3.01081 -6.63103 1.85208 0.202
H 1.92260 -7.02816 2.90416 0.215
C -1.57844 1.85085 4.97746 -1.370
C -0.07356 2.20340 4.80673 0.463
C 0.64706 1.38346 3.76040 0.532
O 2.03935 1.58579 3.62024 -0.449
C 2.61535 0.94285 2.46753 -0.191
N 0.01107 3.62123 4.49996 -0.673
H -1.79479 0.78306 5.01065 0.365
H -2.06667 2.20561 4.06977 0.257
H -2.06549 2.34369 5.81889 0.405
H 0.36297 1.93909 5.76989 0.259
H 0.26637 1.68069 2.78325 -0.686
H 0.44957 0.31366 3.82846 0.352
H 2.76551 -0.13275 2.56036 0.329
H 3.56741 1.43504 2.26894 0.354
H 2.18743 1.14987 1.48665 -0.284
H -0.71143 4.08764 5.02964 0.301
H -0.14311 3.77549 3.51379 0.141
C -3.56587 2.42462 1.36492 0.369
O -4.04996 3.14954 2.21862 -0.762
N -2.25833 2.22987 1.26443 0.027
N -4.11224 1.85710 0.33860 -0.036
H -1.62062 2.89554 1.67710 -0.081
H -1.91914 1.54934 0.59966 -0.068
H -5.09590 1.96956 0.13892 0.211
H -3.53938 1.15439 -0.10652 -0.065
C -5.08396 -0.54089 -1.86658 0.670
O -4.85945 -1.35709 -1.04047 -0.650
N -6.18591 -0.43791 -2.59375 -0.406
N -4.16788 0.22007 -2.34388 -0.056
H -6.20330 0.25399 -3.32933 0.153
H -6.88013 -1.16931 -2.65033 0.245
H -4.41001 0.98849 -2.95298 0.240
H -3.23989 0.31001 -1.95549 -0.352
C 4.04344 0.69053 -1.93899 0.675
O 4.97295 1.42519 -2.27507 -0.789
N 3.86767 -0.52546 -2.33289 -0.016
N 3.21922 0.93777 -0.97477 0.241
H 3.05098 -0.97917 -1.94914 -0.191
H 4.48127 -1.08208 -2.91062 0.182
H 3.39063 1.77362 -0.43433 0.036
H 2.41275 0.34505 -0.83919 -0.369
C 1.32646 4.08333 0.58979 0.507
O 2.27619 3.37862 0.74110 -0.577
N 0.26731 3.67374 -0.08841 -0.166
N 1.25152 5.32683 1.02547 -0.468
H 0.19753 2.67992 -0.25440 -0.146
H -0.50727 4.27162 0.16193 0.275
H 2.05842 5.63051 1.55159 0.261
H 0.55043 5.94767 0.64713 0.187
C 1.18243 -3.89463 -3.07022 0.609
O 2.35718 -3.63900 -3.25254 -0.730
N 0.70952 -5.05060 -3.25115 -0.399
N 0.29706 -3.02341 -2.78781 -0.126
H 1.34527 -5.79876 -3.48819 0.270
H -0.23238 -5.20721 -2.92192 0.136
H -0.63110 -3.38229 -2.61508 0.276
H 0.56723 -2.12301 -2.41849 -0.191
C -2.41354 3.71145 -2.82639 0.313
O -2.55325 4.74641 -3.39876 -0.710
N -1.25887 2.98206 -2.89275 -0.177
N -3.27286 3.22494 -1.92992 -0.056
H -1.15078 2.12111 -2.37587 0.058
H -0.50231 3.32409 -3.46785 0.211
H -3.10622 2.43330 -1.32524 -0.013
H -4.20999 3.58173 -1.80914 0.214
C -0.01207 -0.43350 -5.25731 0.400
O -0.08326 -0.88062 -6.42534 -0.797
N 0.90488 0.35461 -4.76008 -0.242
N -0.74289 -0.76500 -4.29271 -0.263
H 1.67240 0.69283 -5.32277 0.186
H 0.91153 0.56465 -3.77218 0.097
H -1.06561 -1.72026 -4.35124 0.244
H -0.69377 -0.28588 -3.40495 0.219
```

=====

Result set for LUMO energy: 2.06, 2.08 eV, one per record in the order listed.